No. 1
{"formula": "CHClF3N", "method": "ωB97M-V/def2-TZVPD", "smiles": "FNC(F)(F)Cl", "multiplicity": 1, "molar_mass_g_mol": 119.47, "fmax_ha_per_bohr": 0.063, "de_lowest_kj_mol": 38.3, "species": ["F", "N", "C", "F", "F", "Cl", "H"], "positions_angstrom": [[-0.3610, -0.9699, -1.1905], [0.0739, -0.7922, 0.1234], [1.6973, -0.6263, 0.1364], [2.1704, -1.2157, -0.9522], [2.1888, -1.3506, 1.1220], [2.1353, 1.0056, 0.2103], [0.1274, -1.7416, 0.4024]], "forces_ev_per_angstrom": [[0.4, 0.4, -0.3], [2.8, 0.8, 0.6], [-2.7, -0.9, -1.6], [0.2, 0.1, -1.0], [-0.4, 0.1, 1.4], [0.3, 1.1, 0.2], [-0.7, -1.5, 0.8]]}

---

No. 2
{"formula": "C6H12N2", "method": "ωB97M-V/def2-TZVPD", "smiles": "C=CC(=C)C.[H]/N=C\\N", "multiplicity": 1, "molar_mass_g_mol": 112.18, "fmax_ha_per_bohr": 0.055, "de_lowest_kj_mol": 292.0, "species": ["C", "C", "C", "C", "C", "H", "H", "H", "H", "H", "H", "H", "H", "H", "N", "C", "N", "H", "H", "H"], "positions_angstrom": [[0.7031, -0.6145, 2.2236], [0.4764, 0.3030, 1.2697], [-0.7284, 0.3604, 0.4069], [-1.5722, -0.7021, 0.3584], [-1.2424, 1.7466, 0.1208], [0.6258, -1.6879, 2.1526], [1.1279, -0.4856, 3.2058], [1.0055, 1.2472, 1.3484], [-1.4167, -1.6070, 0.9201], [-2.4419, -0.7084, -0.2794], [-0.4774, 2.3119, -0.4128], [-2.1493, 1.7018, -0.4788], [-1.4512, 2.2882, 1.0429], [1.0127, 0.7189, -2.8522], [1.4326, 0.7844, -1.9265], [1.4491, -0.3374, -1.2757], [0.8284, -1.5006, -1.6732], [2.1511, -0.3968, -0.4503], [0.1178, -1.8683, -1.0578], [0.5491, -1.5539, -2.6424]], "forces_ev_per_angstrom": [[0.8, -0.7, -0.1], [-0.6, 0.5, 1.5], [-1.3, -1.4, 1.1], [0.7, 0.8, -0.6], [0.8, -0.1, -1.0], [-1.5, -0.3, -0.6], [1.1, 1.1, -0.2], [-0.3, 0.3, 0.3], [0.4, -0.3, -0.1], [-0.3, 0.3, 0.1], [-0.1, 0.2, -0.1], [0.0, 0.1, 0.0], [0.0, -0.2, 0.2], [-0.7, -0.1, 0.3], [1.2, -1.2, 0.8], [0.2, 1.9, -2.1], [0.3, -1.0, -0.2], [-0.6, 0.0, 0.4], [0.2, 0.0, 0.2], [-0.2, 0.3, 0.1]]}

---

No. 3
{"formula": "C23H21ClF4IN2O9S2W", "method": "ωB97M-V/def2-TZVPD", "multiplicity": 1, "molar_mass_g_mol": 955.75, "total_charge": -1, "fmax_ha_per_bohr": 0.028, "de_lowest_kj_mol": 467.2, "species": ["W", "C", "C", "C", "C", "C", "C", "C", "F", "C", "C", "C", "O", "C", "C", "N", "C", "C", "O", "O", "H", "H", "H", "H", "H", "H", "H", "H", "H", "H", "H", "C", "O", "H", "H", "H", "O", "Cl", "O", "O", "O", "F", "C", "F", "F", "I", "C", "C", "C", "C", "C", "N", "H", "H", "H", "H", "C", "O", "C", "S", "S", "H", "H", "H"], "positions_angstrom": [[1.4444, 1.4690, 0.3895], [-0.4858, -4.9942, -2.4160], [-1.7214, -4.4296, -1.7237], [-2.9000, -4.4613, -2.6864], [-4.1065, -3.7416, -2.1123], [-3.7348, -2.3188, -1.8151], [-4.6370, -1.2882, -1.9500], [-4.2661, 0.0110, -1.6250], [-5.1843, 0.9820, -1.7762], [-3.0239, 0.3176, -1.1534], [-2.0916, -0.7189, -1.0123], [-0.7793, -0.4113, -0.4670], [-0.5069, 0.7875, -0.2135], [0.0709, -1.5264, -0.2196], [-0.3170, -2.7635, -0.6323], [-1.4858, -3.0458, -1.2357], [-2.4333, -2.0330, -1.3687], [1.3715, -1.4340, 0.5270], [2.1521, -2.3553, 0.5282], [1.5056, -0.3322, 1.2263], [-0.7416, -5.9600, -2.8526], [0.3531, -5.1548, -1.7431], [-0.1663, -4.3272, -3.2181], [-1.9644, -5.0417, -0.8489], [-3.1293, -5.5063, -2.8982], [-2.6030, -3.9955, -3.6306], [-4.4252, -4.2384, -1.1898], [-4.9513, -3.7763, -2.8004], [-5.6454, -1.4750, -2.2970], [-2.7383, 1.3233, -0.8785], [0.3704, -3.5804, -0.4693], [2.7484, 0.3049, -2.1838], [1.7224, 0.5281, -1.2377], [3.3249, -0.5724, -1.8784], [3.4064, 1.1642, -2.2706], [2.2742, 0.1205, -3.1494], [1.3212, 4.9811, -2.3549], [1.4221, 3.5534, -2.3999], [2.4149, 3.1223, -1.3952], [1.8500, 3.1090, -3.6877], [0.1576, 2.9542, -2.0477], [0.2841, 2.1694, 3.2914], [-0.0859, 1.5143, 2.1766], [-0.5041, 0.2937, 2.5942], [-1.2384, 2.1524, 1.7875], [4.1798, 1.3274, 0.6906], [1.9353, 3.2244, 1.3694], [2.5936, 4.2334, 2.0531], [1.9837, 5.4678, 2.0027], [0.7925, 5.6624, 1.2823], [0.2147, 4.6114, 0.6165], [0.8304, 3.4290, 0.7066], [3.4986, 4.0297, 2.6065], [2.4258, 6.3123, 2.5151], [0.3400, 6.6424, 1.2375], [-0.6764, 4.6724, 0.0103], [2.2052, -1.1620, 4.7389], [2.2089, -0.1893, 5.7790], [2.6435, 1.0605, 5.5016], [2.6833, 2.1205, 6.7903], [3.2146, 1.4381, 3.9568], [1.9008, -2.0917, 5.2192], [3.1933, -1.2716, 4.2930], [1.5049, -0.8930, 3.9488]], "forces_ev_per_angstrom": [[1.0, -0.9, 0.6], [0.0, 0.0, 0.0], [0.0, -0.1, 0.0], [0.0, 0.0, 0.0], [0.0, 0.0, 0.0], [-0.2, 0.0, -0.1], [0.1, -0.1, 0.0], [0.1, 0.2, 0.0], [0.0, 0.0, 0.0], [0.0, 0.0, 0.0], [0.0, -0.1, -0.1], [0.0, -0.2, 0.2], [0.1, 0.1, -0.2], [-0.1, 0.2, 0.0], [-0.1, -0.1, -0.1], [0.2, 0.1, 0.0], [0.1, 0.1, 0.1], [-0.1, -0.3, -0.2], [-0.1, 0.1, 0.1], [0.1, 0.4, -0.1], [0.0, 0.0, 0.0], [0.0, 0.0, 0.0], [0.0, 0.0, 0.0], [0.0, 0.0, 0.0], [0.0, 0.0, 0.0], [0.0, 0.0, 0.0], [0.0, 0.0, 0.0], [0.0, 0.0, 0.0], [0.0, 0.0, 0.0], [0.0, 0.0, 0.0], [0.0, 0.0, 0.0], [0.0, 0.0, -0.1], [-0.1, 0.2, 0.1], [0.0, 0.0, 0.1], [0.0, 0.0, 0.0], [0.0, 0.0, 0.0], [0.0, 0.0, 0.0], [-0.1, 0.3, -0.2], [-0.1, -0.2, 0.3], [0.1, -0.1, -0.1], [-0.2, -0.1, 0.0], [0.0, 0.0, -0.2], [0.0, -0.1, 0.3], [0.0, 0.0, -0.2], [0.0, 0.0, -0.1], [-0.2, 0.0, -0.2], [-0.4, 0.4, -0.4], [0.2, -0.2, 0.2], [-0.2, 0.0, -0.1], [0.1, 0.0, 0.1], [-0.2, -0.1, -0.1], [0.2, 0.3, 0.1], [0.0, 0.0, 0.0], [0.0, 0.0, 0.0], [0.0, 0.0, 0.0], [0.0, 0.0, 0.0], [0.0, 0.0, 0.0], [-0.1, -0.1, -0.1], [0.4, 0.2, 0.2], [-0.2, 0.0, 0.3], [0.0, -0.2, -0.4], [0.0, 0.0, 0.0], [0.0, 0.0, 0.0], [0.0, 0.0, 0.0]]}

---

No. 4
{"formula": "C18H54O18", "method": "ωB97M-V/def2-TZVPD", "smiles": "OCCO.OCCO.OCCO.OCCO.OCCO.OCCO.OCCO.OCCO.OCCO", "multiplicity": 1, "molar_mass_g_mol": 558.61, "fmax_ha_per_bohr": 0.120, "de_lowest_kj_mol": 509.6, "species": ["O", "C", "C", "O", "H", "H", "H", "H", "H", "H", "O", "C", "C", "O", "H", "H", "H", "H", "H", "H", "O", "C", "C", "O", "H", "H", "H", "H", "H", "H", "O", "C", "C", "O", "H", "H", "H", "H", "H", "H", "O", "C", "C", "O", "H", "H", "H", "H", "H", "H", "O", "C", "C", "O", "H", "H", "H", "H", "H", "H", "O", "C", "C", "O", "H", "H", "H", "H", "H", "H", "O", "C", "C", "O", "H", "H", "H", "H", "H", "H", "O", "C", "C", "O", "H", "H", "H", "H", "H", "H"], "positions_angstrom": [[-0.0487, 1.2228, 5.4854], [0.3853, -0.0002, 6.0634], [1.0173, -0.9222, 4.9414], [1.7423, -2.0182, 5.4384], [0.7233, 1.7508, 5.5884], [1.1663, 0.0338, 6.7744], [-0.4237, -0.5402, 6.3934], [1.7423, -0.2652, 4.3694], [0.1833, -1.2192, 4.3474], [2.1793, -2.4342, 4.7094], [-3.3317, 6.0178, 1.7484], [-3.0327, 4.6558, 1.9894], [-3.5137, 3.7058, 0.9554], [-3.0257, 2.3968, 1.2794], [-3.2467, 6.5668, 2.5494], [-1.9857, 4.7718, 2.0974], [-3.5477, 4.4788, 2.9484], [-3.0767, 4.0868, -0.0296], [-4.5807, 3.6968, 1.0164], [-3.0057, 1.8318, 0.5104], [2.1043, -3.7792, 0.2124], [2.5623, -4.4352, 1.3674], [3.6333, -3.4882, 2.0224], [3.0893, -2.5172, 2.7764], [1.5683, -3.0202, 0.4804], [1.8283, -4.6302, 2.1644], [2.9493, -5.3672, 1.1264], [4.5323, -3.2892, 1.4674], [4.1223, -4.2152, 2.7284], [3.8513, -1.9782, 3.1034], [0.2863, -1.5532, -0.0756], [-0.3527, -1.7922, 1.0974], [-1.8347, -1.6392, 0.9154], [-2.1057, -0.3652, 0.3684], [0.1763, -0.6342, -0.3686], [0.0023, -2.6902, 1.5364], [-0.1027, -1.0842, 1.8964], [-2.3407, -1.8592, 1.8514], [-2.2017, -2.3522, 0.1434], [-2.7317, 0.0718, 0.8624], [-4.1287, 3.0778, -4.3806], [-4.1717, 1.7878, -3.7006], [-4.4047, 2.1918, -2.2666], [-3.9757, 1.1788, -1.4056], [-3.5977, 2.8678, -5.2156], [-4.8857, 1.1868, -4.2636], [-3.1497, 1.4378, -3.8736], [-5.4577, 2.3738, -1.9256], [-3.9247, 3.1208, -1.9766], [-3.9407, 0.3248, -1.8256], [3.6793, 0.7118, 2.8314], [2.6973, 1.5018, 2.3764], [2.0383, 0.7558, 1.1914], [0.9523, 1.4788, 0.7304], [3.7683, 0.8708, 3.7364], [2.0073, 1.8498, 3.0204], [3.0523, 2.4038, 1.8524], [1.7443, -0.2812, 1.3114], [2.6343, 0.6998, 0.2894], [0.3313, 1.5608, 1.4264], [-1.7257, 4.0908, -2.0286], [-0.8517, 3.1478, -1.3186], [-0.5777, 1.8958, -2.1566], [0.1093, 2.4128, -3.2296], [-1.5917, 4.0528, -2.9546], [0.0953, 3.5838, -1.1426], [-1.2697, 2.9028, -0.3756], [-1.5137, 1.3888, -2.4626], [0.1033, 1.1588, -1.7436], [-0.0917, 1.8978, -4.0186], [1.1773, -5.3762, -4.2236], [0.0633, -4.7692, -3.5516], [0.3563, -3.2242, -3.3196], [-0.5507, -2.5772, -2.4586], [1.9263, -5.4282, -3.6616], [-0.7997, -5.0582, -4.1136], [0.0403, -5.2542, -2.6736], [0.3223, -2.6402, -4.2786], [1.3063, -3.0882, -2.8916], [-0.1297, -2.4802, -1.6256], [2.8033, -1.3332, -1.2186], [2.9903, -0.2422, -2.1366], [2.2883, -0.5902, -3.4446], [2.6583, 0.1928, -4.5696], [3.6173, -1.5122, -0.6996], [2.8533, 0.7578, -1.7236], [4.0193, -0.1482, -2.4206], [1.2543, -0.4022, -3.3946], [2.4573, -1.6262, -3.6536], [2.0403, -0.0272, -5.2966]], "forces_ev_per_angstrom": [[-0.1, -0.9, 0.5], [1.7, -1.3, -2.9], [1.0, 2.0, 0.1], [-0.7, 0.3, 1.4], [0.6, 1.3, -0.2], [0.5, 0.8, 1.3], [-2.0, -0.9, 1.3], [-1.0, -0.5, 0.2], [-0.5, -0.3, -1.0], [0.4, -0.5, -0.9], [-1.3, 1.6, -1.2], [-0.4, 1.4, 2.6], [1.4, 0.2, -1.6], [0.3, 0.5, 0.8], [0.0, -0.8, -0.5], [1.4, -1.6, 0.3], [0.6, -0.9, 0.0], [-1.0, -0.7, 0.9], [-0.8, 0.1, -0.6], [-0.3, 0.3, -0.8], [-1.0, -0.6, -0.2], [0.6, 3.7, 1.0], [1.2, -6.0, 0.9], [-0.1, 3.2, 1.2], [0.3, 0.1, -0.4], [-0.3, 0.3, -0.3], [1.1, -1.6, -0.7], [-0.2, 1.0, -1.3], [-0.2, 0.0, 0.0], [-1.2, -0.2, -0.3], [1.3, 0.2, -1.5], [-1.3, 1.7, 1.7], [-0.7, -1.6, -0.9], [2.3, -1.0, -1.5], [-0.1, -0.1, 0.3], [-0.2, -1.5, 0.0], [0.3, 0.5, -0.1], [-0.3, 0.3, 0.2], [0.3, 0.0, 0.6], [-2.2, 1.4, 1.9], [1.1, -0.7, -2.3], [0.6, 2.7, -1.1], [-1.9, -0.5, 1.0], [1.0, -0.5, 1.5], [-1.3, 0.9, 1.6], [-0.2, -0.5, 0.8], [-0.2, -0.8, 0.7], [0.3, -0.1, -1.3], [0.7, -0.1, -0.6], [0.0, -0.3, -0.2], [1.9, -1.7, 0.0], [0.3, 0.0, -5.9], [0.1, -0.1, -0.2], [-0.6, 0.8, -1.4], [0.7, 0.2, 2.2], [-2.6, 0.6, 2.8], [0.4, 0.2, 0.4], [0.2, -0.3, 1.0], [1.0, 0.1, 0.3], [-1.3, 0.2, 1.0], [0.2, -0.8, 2.6], [-0.8, -0.4, -1.6], [-1.0, 0.0, 0.7], [0.6, 0.6, -2.8], [0.6, -0.3, -1.4], [1.1, 0.7, 0.2], [-0.7, -0.1, 0.8], [0.3, 0.3, 0.3], [-0.3, -0.1, 1.1], [0.3, 0.1, 0.0], [-1.0, 0.2, -1.7], [2.2, 2.2, -2.0], [-1.9, -0.5, -1.6], [-1.2, -0.4, -1.3], [0.9, 0.1, 1.0], [-0.6, 0.5, -0.5], [-0.7, -1.3, 3.7], [0.2, -0.9, 0.5], [1.6, -0.4, 0.3], [0.5, 0.3, 1.5], [0.5, 0.5, 0.0], [1.2, -0.3, -0.6], [-0.3, 0.6, -0.1], [0.6, 0.4, -0.6], [-0.8, 0.3, -0.7], [-1.1, 0.0, 0.1], [1.1, -0.4, -0.2], [-1.7, -0.4, 0.9], [0.3, -0.6, 0.1], [0.6, 0.2, 0.7]]}

---

no.,total energy (Ha)
1,-853.158010
2,-345.216635
3,-3696.389026
4,-2072.208645